# 1
18
Properties=species:S:1:pos:R:3:forces:R:3:mulliken_charge:R:1 method="wB97M-V/def2-TZVPD" smiles="C[S@](=O)(=NNCO)OC=O" e_above_lowest_kj_mol=376.3 mol_weight_g_mol=168.17 homo_ev=-9.0760
C -0.92727 -1.55415 1.11160 0.3 1.7 -0.5 0.169
C -2.33759 1.08650 -0.64059 2.1 -2.4 -0.4 -0.897
C 2.29271 -0.62600 -0.33663 0.1 -1.5 -0.1 -0.221
N 1.66883 0.49112 -0.93279 -0.8 0.6 -1.2 -0.304
N 0.21887 0.30261 -1.02788 1.6 0.3 -0.9 -0.385
O -1.33124 -1.97803 0.08809 -0.6 -1.1 -0.6 -0.445
O -0.11117 2.03010 0.78539 0.4 1.8 1.3 -0.590
O -0.86827 -0.21910 1.37680 0.3 0.8 0.2 -0.437
O 2.23284 -0.58671 1.07464 -1.8 -0.1 1.0 -0.541
S -0.58300 0.91761 0.07484 -3.0 -1.4 -0.3 1.081
H -0.43896 -2.03738 1.92979 0.0 -1.1 0.7 0.432
H -2.76036 2.02385 -0.31161 0.2 0.3 -0.2 0.348
H -1.94995 0.96984 -1.71965 -1.5 0.5 1.4 0.342
H -2.96341 0.19671 -0.27797 1.1 1.3 -0.7 0.307
H 3.39415 -0.62640 -0.59074 -1.3 -0.2 0.2 0.271
H 1.70794 -1.58926 -0.69042 1.5 1.9 0.2 0.264
H 1.98442 1.45500 -0.67518 -0.6 -1.4 0.0 0.283
H 1.25225 -0.51716 1.31158 2.1 -0.1 -0.2 0.321

# 2
15
Properties=species:S:1:pos:R:3:forces:R:3:mulliken_charge:R:1 method="wB97M-V/def2-TZVPD" e_above_lowest_kj_mol=51.0 mol_weight_g_mol=119.08 homo_ev="-14.4676 / -14.4673" total_charge=+1
C 1.51941 1.38027 1.66168 -0.4 0.6 0.2 0.598
C 0.24734 -1.21952 -2.14918 0.2 -0.4 -1.0 -0.770
C -1.08433 -0.21028 -0.37905 0.3 -0.2 -0.5 0.103
N 1.21053 2.41010 2.14732 0.0 0.6 0.3 -0.350
N -0.05050 -0.85374 -0.79485 -0.2 0.3 0.9 -0.065
O 1.54577 0.33281 1.15282 0.6 -1.2 -0.5 -0.521
P -1.31662 0.42418 1.27477 -0.2 0.5 0.1 -0.120
H -0.53091 -0.87478 -2.82865 0.0 0.0 0.1 0.286
H 1.20442 -0.78722 -2.44528 -0.1 0.1 0.1 0.332
H 0.33844 -2.30529 -2.22370 -0.1 0.1 0.0 0.313
H -0.86128 -0.69336 1.96156 0.1 -0.3 0.2 0.132
H -1.80971 0.08879 -1.13592 0.1 -0.1 0.0 0.347
H 1.58818 3.23540 2.55562 0.3 0.2 0.1 0.283
H 0.67846 -1.07848 -0.11246 -0.3 0.1 -0.1 0.309
H -2.67921 0.15113 1.31533 -0.4 -0.1 0.0 0.123

# 3
15
Properties=species:S:1:pos:R:3:forces:R:3:mulliken_charge:R:1 method="wB97M-V/def2-TZVPD" e_above_lowest_kj_mol=310.4 mol_weight_g_mol=120.18 homo_ev=-8.2633
C 1.95603 0.22761 0.37051 1.3 0.3 0.2 -0.805
C -0.36186 -0.11724 -0.21749 -1.6 -0.4 -0.6 0.853
C -0.72810 1.34505 -0.35135 1.5 -0.5 0.2 -1.297
H 2.94222 0.17092 -0.16588 -0.9 -0.1 0.6 0.242
H 2.06189 -0.17207 1.40687 -0.1 0.1 -0.7 0.286
H 1.70039 1.29957 0.43913 0.2 -0.7 0.0 0.321
H 0.30364 -2.25307 -0.14719 -0.8 -0.2 0.1 0.409
H 0.21167 1.91389 -0.34708 -0.7 0.2 0.0 0.315
H -1.24058 1.53993 -1.29480 -0.2 -0.1 0.2 0.358
H -1.33881 1.55976 0.51795 -0.2 0.5 0.0 0.414
H -3.46896 -1.60394 0.54322 0.4 0.0 -0.2 0.153
N 0.95292 -0.48729 -0.38674 0.0 -0.2 0.0 0.050
N -1.24987 -1.05295 -0.10683 -0.5 0.5 0.5 -0.643
O 1.18036 -1.88425 -0.28613 0.7 0.8 0.0 -0.457
S -2.92097 -0.48593 0.02582 0.9 -0.3 -0.2 -0.198